1.
Entry from the Open Molecules 2025 dataset: a molecular structure, C34H45MnN8O3P at a distorted geometry (ωB97M-V/def2-TZVPD).

Each line ends with the Mulliken spin population.
Geometry (Å):
Mn 11.42 -16.36 2.57  3.987
N 12.20 -19.21 -0.26  0.002
C 12.60 -20.04 0.74  0.000
C 12.64 -19.26 1.87  0.002
N 12.22 -17.98 1.53  -0.018
C 12.04 -17.98 0.24  -0.003
C 11.52 -16.76 -0.40  0.033
N 11.30 -15.67 0.32  0.057
C 10.84 -14.73 -0.58  0.011
C 10.95 -15.19 -1.85  0.004
N 11.35 -16.52 -1.71  0.001
H 12.16 -19.47 -1.24  0.000
H 12.91 -21.06 0.60  0.000
H 12.87 -19.54 2.89  0.001
H 10.58 -13.72 -0.25  0.000
H 10.82 -14.68 -2.76  0.000
H 11.38 -17.16 -2.55  0.000
C 13.10 -17.78 6.54  0.000
C 11.81 -17.15 6.04  0.009
O 11.53 -17.70 4.72  0.048
C 11.05 -19.05 4.73  0.008
C 9.94 -19.27 5.67  -0.001
H 13.36 -17.38 7.59  0.000
H 13.92 -17.58 5.86  0.000
H 13.00 -18.84 6.62  0.000
H 11.96 -16.11 5.86  -0.005
H 11.01 -17.30 6.74  0.001
H 11.86 -19.74 4.98  0.005
H 10.76 -19.24 3.70  -0.003
H 10.31 -19.23 6.69  0.000
H 9.58 -20.32 5.60  0.000
H 9.08 -18.63 5.51  0.002
N 15.87 -13.15 5.68  0.006
C 15.48 -14.23 5.06  0.002
N 15.99 -15.43 5.34  0.003
N 14.52 -14.06 4.13  0.028
C 13.88 -15.00 3.60  0.043
N 13.11 -15.71 3.11  -0.090
H 16.67 -13.03 6.30  0.000
H 15.45 -12.29 5.34  0.000
H 16.74 -15.45 5.98  0.000
H 15.90 -16.18 4.68  0.000
C 9.01 -15.43 4.93  0.005
C 10.07 -14.38 4.61  0.003
O 10.63 -14.48 3.26  0.056
C 10.70 -13.17 2.56  0.005
C 12.09 -12.77 2.02  0.000
H 8.66 -15.22 5.93  -0.001
H 9.37 -16.45 4.81  0.007
H 8.22 -15.26 4.18  -0.001
H 10.96 -14.46 5.22  -0.003
H 9.66 -13.38 4.70  -0.001
H 10.35 -12.38 3.23  0.001
H 10.00 -13.18 1.74  -0.002
H 12.87 -12.68 2.81  -0.001
H 12.02 -11.79 1.54  0.000
H 12.47 -13.53 1.31  0.002
O 9.72 -17.14 2.46  -0.258
P 8.33 -17.50 1.81  0.021
C 7.39 -18.46 3.04  0.004
C 6.74 -17.70 4.06  -0.005
C 6.25 -18.34 5.19  0.000
C 6.42 -19.74 5.34  -0.002
C 6.99 -20.49 4.33  0.000
C 7.45 -19.82 3.19  0.001
C 8.59 -18.48 0.31  0.005
C 9.19 -19.74 0.40  0.002
C 9.43 -20.51 -0.73  0.001
C 8.99 -20.02 -1.97  0.001
C 8.36 -18.79 -2.05  0.000
C 8.16 -18.01 -0.93  0.000
C 7.34 -16.08 1.39  0.014
C 7.76 -14.78 1.61  -0.003
C 6.92 -13.71 1.30  -0.001
C 5.67 -13.90 0.73  0.000
C 5.21 -15.21 0.53  0.000
C 6.02 -16.30 0.85  0.000
H 6.55 -16.66 3.90  0.000
H 5.67 -17.80 5.96  0.000
H 6.12 -20.17 6.26  0.000
H 7.12 -21.56 4.37  0.000
H 7.77 -20.43 2.37  0.000
H 9.57 -20.13 1.35  -0.001
H 9.94 -21.48 -0.65  0.000
H 9.15 -20.56 -2.90  0.000
H 7.95 -18.42 -2.96  0.000
H 7.66 -17.05 -1.04  0.000
H 8.72 -14.67 2.09  0.019
H 7.25 -12.68 1.54  0.000
H 5.05 -13.07 0.51  0.000
H 4.23 -15.41 0.16  0.000
H 5.68 -17.31 0.65  0.000

Values from the calculation:
M (g mol⁻¹): 699.699
E_tot (eV): -94640.047
Largest force on an atom (eV Å⁻¹): 2.21
Multiplicity: 5
HOMO level (spin up / spin down) (eV): -16.247 / -16.249
Total charge: +3
Gap between HOMO and LUMO (spin up / spin down) (eV): 6.14 / 7.58



2.
Entry from the Open Molecules 2025 dataset: a molecular structure, C34H45N6OS2SbSi3Ti at a distorted geometry (ωB97M-V/def2-TZVPD).

Each line ends with the Löwdin charge.
Geometry (Å):
Ti -0.33 0.17 0.39  0.591
C -1.91 3.48 2.92  -0.388
Sb -1.35 1.35 3.02  1.328
C 0.61 1.25 2.14  -0.618
C 1.33 0.20 2.94  -0.499
C 2.72 -0.02 2.91  -0.128
C 3.28 -0.99 3.71  -0.081
C 2.47 -1.78 4.52  -0.090
C 1.11 -1.54 4.45  -0.169
N 0.56 -0.59 3.71  0.015
Si 1.63 2.86 2.00  0.459
C 3.43 2.80 1.41  -0.191
C 0.91 4.48 1.29  -0.186
C 1.88 3.38 3.83  -0.192
C -4.16 -0.70 1.33  -0.340
C -3.02 -1.44 1.82  -0.425
C -3.15 -2.28 2.96  -0.065
C -2.19 -3.19 3.31  -0.079
C -1.03 -3.28 2.55  -0.093
C -0.88 -2.37 1.53  -0.194
N -1.79 -1.43 1.19  -0.021
Si -5.22 0.22 2.50  0.407
C -4.54 0.42 4.26  -0.220
C -6.97 -0.46 2.85  -0.209
C -5.56 1.97 1.87  -0.177
Si -5.10 -1.48 -0.02  0.420
C -6.07 -3.00 0.59  -0.189
C -4.16 -2.20 -1.48  -0.190
C -6.44 -0.35 -0.77  -0.185
H -1.94 3.79 3.97  -0.020
H -2.91 3.57 2.50  -0.033
H -1.24 4.15 2.40  -0.054
H 3.34 0.53 2.23  0.060
H 4.35 -1.16 3.67  0.101
H 2.87 -2.56 5.15  0.084
H 0.41 -2.15 5.03  0.099
H 3.59 2.23 0.50  0.023
H 4.09 2.44 2.20  0.017
H 3.71 3.84 1.21  0.022
H 0.35 4.39 0.37  0.011
H 1.79 5.08 1.06  0.026
H 0.34 5.05 2.02  0.010
H 2.14 2.52 4.44  0.021
H 0.97 3.82 4.25  0.011
H 2.68 4.12 3.92  0.018
H -4.09 -2.26 3.48  0.100
H -2.35 -3.85 4.15  0.099
H -0.24 -3.99 2.75  0.101
H 0.04 -2.37 0.94  0.044
H -3.65 -0.17 4.48  -0.021
H -5.32 0.14 4.98  0.017
H -4.28 1.46 4.46  0.007
H -6.91 -1.41 3.39  0.017
H -7.58 -0.63 1.96  -0.002
H -7.50 0.26 3.48  0.017
H -4.62 2.45 1.61  -0.005
H -6.07 2.58 2.62  0.023
H -6.19 1.97 0.97  0.010
H -5.36 -3.78 0.86  0.024
H -6.71 -3.41 -0.20  0.016
H -6.69 -2.80 1.46  -0.002
H -3.13 -2.45 -1.25  -0.024
H -4.14 -1.56 -2.36  0.017
H -4.67 -3.12 -1.78  0.023
H -6.84 -0.83 -1.66  0.024
H -6.05 0.63 -1.05  -0.001
H -7.27 -0.17 -0.09  0.005
S -0.56 -1.51 -1.72  0.689
C 0.77 -2.60 -1.66  -0.736
C 0.69 -3.79 -2.47  -0.291
N 0.60 -4.73 -3.13  0.127
C 1.88 -2.38 -0.90  -0.732
S 2.09 -0.97 0.09  0.755
C 2.96 -3.32 -0.91  -0.294
N 3.83 -4.08 -0.90  0.125
C 0.94 1.21 -2.51  -0.114
C 0.87 1.35 -1.00  -0.512
O 1.55 2.27 -0.53  -0.140
H 1.50 2.05 -2.91  0.068
H -0.06 1.17 -2.95  0.048
H 1.41 0.26 -2.77  0.049
N -5.50 4.63 -2.60  0.141
C -4.70 3.95 -2.12  -0.173
C -3.69 3.09 -1.54  -0.215
C -2.80 3.60 -0.59  0.009
C -1.87 2.75 -0.06  -0.140
N -1.76 1.45 -0.41  -0.047
C -2.59 0.99 -1.35  -0.120
C -3.58 1.77 -1.94  0.010
H -2.84 4.63 -0.26  0.127
H -1.15 3.10 0.66  0.043
H -2.46 -0.04 -1.66  0.025
H -4.23 1.33 -2.68  0.123

Values from the calculation:
M (g mol⁻¹): 871.794
Energy relative to the best compared isomer or geometry (same formula, charge and spin) (kcal per mole): 30.83
E_tot (eV): -121934.955
Largest force on an atom (eV Å⁻¹): 1.50
HOMO level (spin up / spin down) (eV): -1.490 / -1.496
Total charge: -2
Gap between HOMO and LUMO (spin up / spin down) (eV): 4.94 / 4.95



3.
Entry from the Open Molecules 2025 dataset: a molecular structure, C34H45N7O5S2SeY (ωB97M-V/def2-TZVPD).

Each line ends with the Löwdin charge.
Geometry (Å):
Y 0.58 0.73 -0.67  0.941
S -1.55 1.78 0.57  0.554
C -2.64 0.40 0.66  -0.687
N -3.55 0.35 1.77  -0.144
C -4.05 -0.99 2.02  -0.170
C -4.74 -1.49 0.78  -0.152
N -3.85 -1.43 -0.37  -0.150
C -3.85 -2.59 -1.22  -0.198
C -3.19 -3.83 -0.65  -0.219
C -2.05 -3.72 0.14  -0.047
C -1.41 -4.86 0.61  -0.073
C -1.89 -6.12 0.29  -0.101
C -3.03 -6.24 -0.50  -0.106
C -3.67 -5.10 -0.96  -0.061
C -2.77 -0.52 -0.34  -0.677
S -1.70 -0.56 -1.75  0.629
C -3.29 1.11 2.97  -0.185
C -2.42 0.42 4.00  -0.208
C -2.93 0.08 5.25  -0.065
C -2.14 -0.57 6.19  -0.106
C -0.83 -0.89 5.89  -0.102
C -0.31 -0.57 4.65  -0.080
C -1.09 0.09 3.71  -0.033
H -4.75 -0.95 2.86  0.123
H -3.23 -1.68 2.30  0.132
H -5.64 -0.89 0.61  0.119
H -5.06 -2.53 0.93  0.119
H -3.35 -2.30 -2.14  0.055
H -4.89 -2.83 -1.49  0.122
H -1.67 -2.74 0.40  0.095
H -0.53 -4.74 1.24  0.095
H -1.39 -7.00 0.66  0.094
H -3.42 -7.21 -0.74  0.092
H -4.57 -5.19 -1.57  0.105
H -4.26 1.33 3.44  0.112
H -2.84 2.05 2.68  0.065
H -3.96 0.32 5.48  0.100
H -2.56 -0.83 7.16  0.091
H -0.21 -1.41 6.62  0.093
H 0.71 -0.84 4.39  0.099
H -0.69 0.33 2.73  0.060
C 2.78 0.86 -3.92  -0.042
O 1.51 1.51 -4.11  -0.104
C 0.64 1.51 -3.15  -0.226
C -0.61 2.18 -3.61  -0.100
H 2.86 0.08 -4.68  0.097
H 2.86 0.43 -2.93  0.032
H 3.55 1.61 -4.07  0.092
H -0.50 2.70 -4.56  0.082
H -0.98 2.83 -2.82  0.074
H -1.37 1.39 -3.68  0.044
O 0.42 -2.65 2.38  0.035
C 0.65 -1.77 1.61  -0.537
N 0.89 -0.90 0.84  -0.014
Se 3.33 1.72 -0.28  0.658
C 4.51 0.25 -0.59  -0.672
C 4.24 -1.04 -0.16  -0.124
C 5.13 -2.06 -0.46  -0.166
N 6.27 -1.89 -1.13  0.028
C 6.53 -0.65 -1.54  -0.188
C 5.70 0.44 -1.30  -0.146
H 3.32 -1.26 0.38  0.068
H 4.92 -3.07 -0.13  0.097
H 7.46 -0.51 -2.09  0.091
H 5.97 1.42 -1.66  0.084
C 0.91 3.82 2.04  -0.054
N 1.40 4.71 1.00  -0.129
C 1.41 6.12 1.34  -0.063
C 1.39 4.27 -0.29  -0.550
O 0.77 3.26 -0.63  -0.177
N 2.09 5.03 -1.20  -0.139
C 3.44 5.47 -0.87  -0.068
C 1.97 4.61 -2.58  -0.049
H 1.35 4.13 2.99  0.093
H 1.22 2.80 1.84  0.054
H -0.18 3.83 2.12  0.069
H 0.46 6.38 1.83  0.092
H 1.50 6.72 0.44  0.085
H 2.22 6.36 2.02  0.088
H 3.52 5.75 0.18  0.071
H 3.70 6.33 -1.49  0.087
H 4.15 4.65 -1.05  0.064
H 0.93 4.39 -2.81  0.080
H 2.57 3.72 -2.78  0.072
H 2.30 5.43 -3.22  0.090
N -0.79 -3.69 -2.83  0.027
C 0.39 -3.29 -2.07  -0.170
C 0.92 -1.99 -2.62  -0.571
O 0.58 -1.72 -3.87  0.100
O 1.63 -1.26 -1.97  -0.036
H -1.04 -4.65 -2.63  0.080
H -0.05 -2.43 -4.13  0.106
H -1.56 -3.10 -2.52  0.013
H 1.18 -4.03 -2.20  0.140
H 0.22 -3.15 -1.00  0.096

Values from the calculation:
M (g mol⁻¹): 863.778
Energy relative to the best compared isomer or geometry (same formula, charge and spin) (kcal per mole): 2.97
E_tot (eV): -144722.723
Largest force on an atom (eV Å⁻¹): 0.43
HOMO level (eV): -3.004
Total charge: -1
Gap between HOMO and LUMO (eV): 5.40